Record 1
Computed, not measured: an isolated molecule of C3H5IO2 at a distorted geometry, with ωB97M-V/def2-TZVPD.

The geometry in XYZ format:
```
11
Properties=species:S:1:pos:R:3:forces:R:3
I -0.814 -1.337 -2.620 0.44 0.03 0.18
O 1.589 -0.461 0.159 0.08 -1.09 0.70
O 0.569 -0.089 -1.849 -0.75 -1.16 -2.34
C -0.822 0.340 1.583 -1.63 -0.54 1.70
C 0.617 0.216 -0.541 -2.49 0.77 2.69
C -0.766 0.180 0.285 -0.28 -0.14 -2.74
H 0.946 1.217 -0.595 0.16 1.78 0.17
H -1.760 0.242 2.217 0.96 0.31 -1.32
H 2.156 -0.826 -0.512 0.67 -0.30 -0.26
H -1.742 0.061 -0.340 1.95 0.23 1.14
H 0.027 0.457 2.212 0.90 0.11 0.09
```
Positions in Å, forces in eV/Å.

The value obtained for the orbital gap is 0.3190 Ha. As for the max |F|: 0.07286 hartree/bohr. The calculation puts the LUMO energy at -1.020 eV. The value obtained for the energy relative to the best compared isomer or geometry (same formula, charge and spin) is 213.68 kJ/mol. As for the SMILES: C=C[C@@H](O)OI. The total energy is -565.3898 a.u. Its HOMO energy is -9.7 eV.

natural (NBO) atomic charge list, values in e, 5 entries: 0.4038, -0.7155, -0.6784, -0.3753, 0.3469

=====

Record 2
Computed, not measured: an isolated molecule of C2H4N4 at a distorted geometry, with ωB97M-V/def2-TZVPD.

The geometry in XYZ format:
```
10
Properties=species:S:1:pos:R:3:forces:R:3
N -0.537 -0.126 1.541 1.46 -0.15 3.37
N 1.722 0.191 -1.104 0.37 0.52 -0.95
N 0.705 -0.218 0.981 0.53 -0.03 1.46
N -0.672 -0.093 -0.579 -1.12 0.76 -1.03
C -1.378 -0.034 0.635 0.73 -0.19 -2.89
C 0.707 -0.001 -0.382 -1.08 -0.55 1.30
H -1.100 -0.197 -1.468 -0.11 0.20 -0.59
H 1.470 -0.215 1.662 -0.34 0.17 -1.05
H 1.506 0.555 -2.039 -0.01 -0.58 0.46
H -2.423 0.138 0.752 -0.43 -0.16 -0.08
```
Positions in Å, forces in eV/Å.

The value obtained for the orbital gap is 0.3389 Ha. As for the max |F|: 0.07147 hartree/bohr. The calculation puts the LUMO energy at 0.857 eV. The value obtained for the energy relative to the best compared isomer or geometry (same formula, charge and spin) is 101.94 kJ/mol. As for the SMILES: [H]/N=c1\[nH]cn[nH]1. The total energy is -297.6055 a.u. Its HOMO energy is -8.4 eV.

natural (NBO) atomic charge list, values in e, 5 entries: -0.2587, -0.7788, -0.4358, -0.6198, 0.1604

=====

Record 3
Computed, not measured: a cluster of 2 separate species, C3H3ClO2 in total at a distorted geometry, with ωB97M-V/def2-TZVPD.

The geometry in XYZ format:
```
9
Properties=species:S:1:pos:R:3:forces:R:3
Cl 3.833 1.017 0.112 0.00 0.12 -0.11
O -0.368 -0.306 0.410 1.25 -6.29 1.24
O 1.822 -2.580 0.137 -0.13 -0.51 0.22
C 2.484 -1.463 0.169 -0.16 0.88 -0.69
C 2.972 -0.382 -0.037 0.21 -0.44 0.56
C -0.587 0.847 0.174 -1.39 6.68 -1.29
H 0.889 -2.408 0.331 0.01 0.05 0.02
H 0.106 1.479 -0.401 -0.01 -0.24 0.10
H -1.514 1.340 0.515 0.22 -0.24 -0.06
```
Positions in Å, forces in eV/Å.

The value obtained for the orbital gap (spin up / spin down) is 0.2804 / 0.2370 Ha. As for the max |F|: 0.13500 hartree/bohr. The calculation puts the LUMO energy (spin up / spin down) at 0.659 / -2.758 eV. The value obtained for the energy relative to the best compared isomer or geometry (same formula, charge and spin) is 385.85 kJ/mol. The total energy is -726.5256 a.u. The multiplicity is 3. Its HOMO energy (spin up / spin down) is -7.0 / -9.2 eV. As for the expectation value of S²: 2.006.

natural (NBO) atomic charge list, values in e, 5 entries: 0.0979, -0.2289, -0.6460, 0.3055, -0.2655

=====

Record 4
Computed, not measured: a structure of composition C31H32F5N3O2PRuSSe2 at a distorted geometry, with ωB97M-V/def2-TZVPD.

The geometry in XYZ format:
```
78
Properties=species:S:1:pos:R:3:forces:R:3
Ru 1.376 -0.415 0.236 0.02 -0.22 1.08
Se 1.660 1.560 1.635 -0.12 0.44 -0.14
Se 4.691 -1.912 0.907 -0.04 0.14 0.35
S -0.726 -5.183 1.204 0.12 0.05 0.00
P 2.557 0.232 -1.517 0.31 -0.05 -0.54
F 2.145 3.975 -0.276 0.00 0.07 0.01
F 6.638 4.859 0.696 -0.01 -0.01 0.00
F 4.363 5.430 -0.673 0.00 -0.01 0.00
F 6.667 2.827 2.495 -0.02 0.01 -0.01
F 4.454 1.363 2.913 0.05 0.01 0.04
O -0.837 0.580 -0.067 -0.18 -0.10 -0.08
O 0.092 -0.975 1.986 -0.04 0.18 0.29
N -0.068 -2.016 -1.191 -0.33 -0.27 -0.11
N 1.695 -1.125 3.587 -0.02 0.10 -0.04
N 1.894 -2.404 0.648 0.17 0.36 -0.53
C 0.429 -1.186 3.159 0.00 -0.16 -0.03
C 5.549 3.098 1.819 0.04 0.02 -0.03
C -0.586 -1.499 -2.305 -0.12 0.09 0.07
C 5.538 4.136 0.903 -0.04 -0.03 0.01
C 1.203 -3.501 1.003 -0.46 -0.33 -0.13
C 4.400 2.355 2.023 -0.11 -0.02 -0.10
C 1.570 -4.409 2.043 0.05 0.04 0.00
C 1.744 1.535 -2.510 0.10 -0.05 -0.11
C -0.034 -3.795 0.433 0.54 -0.07 0.51
C -3.877 1.542 -1.756 0.04 -0.03 0.07
C 3.222 2.610 1.331 0.14 0.01 -0.02
C 4.238 0.899 -1.352 -0.07 0.08 0.00
C -2.862 0.513 1.804 0.03 -0.02 0.07
C -1.854 -3.618 -1.234 0.09 0.05 0.07
C -5.832 1.494 -0.327 0.03 0.00 -0.01
C 0.621 -5.353 2.251 -0.09 -0.02 -0.05
C 3.239 3.670 0.435 0.04 -0.04 0.16
C -1.637 1.018 -0.871 0.27 0.10 -0.03
C -5.238 1.700 -1.569 -0.02 -0.02 -0.01
C -7.312 1.682 -0.157 -0.02 0.01 0.02
C -3.306 1.793 -3.130 0.01 0.02 -0.04
C -2.385 -3.042 -2.363 0.03 0.04 -0.03
C -3.076 1.152 -0.661 -0.19 0.08 0.10
C 2.909 -1.654 0.741 -0.09 -0.37 -0.36
C -0.669 -3.108 -0.671 -0.04 0.09 -0.34
C 2.876 -1.123 -2.704 0.00 0.08 -0.02
C 4.375 4.426 0.209 0.02 0.03 0.03
C -0.617 -1.548 4.174 -0.05 -0.04 -0.01
C -5.030 1.111 0.738 -0.02 -0.01 0.00
C -1.721 -1.962 -2.937 -0.05 -0.03 -0.01
C -3.659 0.928 0.603 0.03 0.00 -0.13
H 3.341 -1.940 -2.150 0.01 -0.01 0.00
H -7.866 0.990 -0.794 0.00 0.00 0.00
H 2.306 1.740 -3.423 0.01 0.01 0.01
H -7.617 1.513 0.874 0.00 0.00 0.00
H 1.680 2.444 -1.912 -0.01 -0.04 0.00
H 0.643 -6.158 2.968 -0.02 0.00 -0.01
H -1.416 -2.098 3.681 0.01 -0.01 0.01
H -5.484 0.948 1.709 0.00 0.00 0.00
H 4.224 1.865 -0.855 0.02 -0.06 -0.01
H 0.733 1.236 -2.785 0.00 0.01 -0.01
H -3.520 0.418 2.668 0.00 0.01 0.00
H -1.270 1.368 -1.849 -0.01 -0.04 -0.01
H -4.115 1.903 -3.851 0.00 0.02 0.01
H -0.209 -2.141 4.991 0.00 0.00 0.01
H 4.834 0.202 -0.763 0.04 0.00 0.02
H -2.343 -0.431 1.636 -0.01 0.00 -0.01
H -2.330 -4.482 -0.789 0.00 0.00 0.01
H 1.962 -1.493 -3.163 -0.04 -0.02 0.06
H 2.501 -4.333 2.587 0.01 0.01 -0.01
H -2.713 2.710 -3.158 0.02 -0.02 0.00
H 3.558 -0.794 -3.491 -0.01 0.01 0.01
H -2.670 0.976 -3.472 -0.01 -0.01 0.00
H -2.075 1.234 2.031 0.00 0.00 -0.01
H -3.290 -3.437 -2.805 0.00 0.00 0.00
H -7.609 2.693 -0.439 0.00 0.00 0.00
H -0.068 -0.637 -2.706 0.04 -0.01 -0.01
H -2.071 -1.494 -3.846 -0.01 -0.01 0.01
H -5.856 1.991 -2.411 0.00 0.00 0.00
H 2.380 -0.655 3.003 0.03 -0.05 -0.02
H -1.034 -0.625 4.583 0.00 0.00 0.00
H 1.896 -1.199 4.568 -0.01 -0.03 -0.01
H 4.677 1.021 -2.344 -0.01 -0.02 -0.01
```
Positions in Å, forces in eV/Å.

The value obtained for the orbital gap (spin up / spin down) is 0.2325 / 0.2407 Ha. As for the max |F|: 0.02143 hartree/bohr. The calculation puts the LUMO energy (spin up / spin down) at -0.353 / -0.425 eV. The value obtained for the energy relative to the best compared isomer or geometry (same formula, charge and spin) is 167.69 kJ/mol. The total energy is -7651.8780 a.u. The multiplicity is 2. Its HOMO energy (spin up / spin down) is -6.7 / -7.0 eV. As for the expectation value of S²: 0.759.

Löwdin atomic charge list, values in e, 5 entries: 0.7157, 0.7953, 0.5560, 1.0352, 0.6785

=====

Record 5
Computed, not measured: the ion C3H3F7N2P with charge -1, with ωB97M-V/def2-TZVPD.

The geometry in XYZ format:
```
16
Properties=species:S:1:pos:R:3:forces:R:3
P 0.169 2.306 0.403 -0.22 0.11 0.22
F -1.339 -2.429 -0.187 0.17 0.31 -0.21
F -1.038 -1.156 -1.939 0.12 -0.01 0.44
F -2.043 -0.033 0.507 0.46 -0.04 -0.08
F -0.134 -0.587 1.457 -0.06 0.07 -0.25
F 1.103 -2.405 -2.096 -0.07 -0.02 -0.26
F 1.849 -1.168 -0.507 0.05 0.26 -0.03
F 1.034 -3.093 -0.065 -0.13 -0.09 0.14
N -0.705 2.794 1.630 0.40 0.04 -0.19
N -0.086 0.913 -0.377 -0.53 -0.50 0.49
C 0.879 -2.007 -0.837 0.08 -0.10 0.17
C -0.667 -0.148 0.213 0.02 0.20 -0.47
C -0.570 -1.416 -0.691 -0.22 -0.14 0.04
H -0.123 2.851 2.459 -0.18 -0.07 0.04
H 1.558 2.349 0.695 0.05 0.06 0.02
H 0.112 3.228 -0.664 0.05 -0.08 -0.07
```
Positions in Å, forces in eV/Å.

The value obtained for the orbital gap is 0.3054 Ha. As for the max |F|: 0.01709 hartree/bohr. The calculation puts the LUMO energy at 3.794 eV. Its charge is -1. The value obtained for the energy relative to the best compared isomer or geometry (same formula, charge and spin) is 5.26 kJ/mol. As for the SMILES: N=[PH2][N-]C(F)(F)C(F)(F)C(F)(F)F. The total energy is -1266.1216 a.u. Its HOMO energy is -4.5 eV.

natural (NBO) atomic charge list, values in e, 5 entries: 1.5675, -0.3265, -0.3154, -0.3783, -0.3995

=====

Record 6
Computed, not measured: a cluster of 2 separate species, C11H14N2O in total at a distorted geometry, with ωB97M-V/def2-TZVPD.

The geometry in XYZ format:
```
28
Properties=species:S:1:pos:R:3:forces:R:3
O -1.321 -1.728 -3.260 -0.36 -0.15 0.00
N 1.635 -1.367 0.201 0.87 0.25 -0.38
N 1.333 -0.179 2.017 -0.07 0.31 0.45
C -1.546 -0.646 -2.457 0.51 0.11 0.24
C -2.156 2.667 0.201 0.43 0.48 0.12
C -2.625 0.302 -0.538 0.04 0.51 -0.37
C 2.662 -1.698 1.061 -0.38 -0.32 -0.33
C -1.904 1.486 -0.689 -0.24 -0.12 0.51
C 3.258 -0.994 3.433 0.21 0.34 0.25
C -2.442 -0.760 -1.409 0.22 -0.49 0.58
C -0.813 0.528 -2.612 -0.31 -0.04 -0.10
C 2.415 -1.003 2.207 0.56 0.05 -0.27
C 0.922 -0.386 0.797 -0.75 -0.66 -0.03
C -0.938 1.551 -1.681 -0.41 0.15 -0.86
H -3.362 0.243 0.252 0.05 -0.14 0.05
H -0.595 -1.533 -3.855 0.06 0.05 -0.13
H -2.512 3.533 -0.361 -0.15 -0.11 -0.10
H -2.878 -1.720 -1.162 -0.22 0.05 -0.38
H -1.219 3.002 0.652 0.02 -0.06 0.14
H 3.469 -2.316 0.707 -0.03 -0.22 0.34
H 0.036 0.017 0.329 0.09 0.17 0.09
H 3.850 -1.903 3.540 -0.09 -0.05 -0.11
H -0.249 0.658 -3.531 0.39 0.00 0.25
H 2.674 -0.860 4.340 -0.20 -0.06 -0.01
H -0.373 2.463 -1.839 0.02 0.00 0.12
H -2.862 2.485 1.010 -0.02 -0.21 -0.09
H 3.959 -0.156 3.400 0.01 0.01 0.01
H 1.584 -1.685 -0.751 -0.23 0.16 0.00
```
Positions in Å, forces in eV/Å.

The value obtained for the orbital gap is 0.3281 Ha. As for the max |F|: 0.01945 hartree/bohr. The calculation puts the LUMO energy at 0.530 eV. The value obtained for the energy relative to the best compared isomer or geometry (same formula, charge and spin) is 109.68 kJ/mol. As for the SMILES: Cc1ccc(O)cc1.Cc1c[nH]cn1. The total energy is -612.3090 a.u. Its HOMO energy is -8.4 eV.

natural (NBO) atomic charge list, values in e, 5 entries: -0.6685, -0.5213, -0.4688, 0.2934, -0.6278

=====

Record 7
Computed, not measured: an isolated molecule of C4H9NO at a distorted geometry, with ωB97M-V/def2-TZVPD.

The geometry in XYZ format:
```
15
Properties=species:S:1:pos:R:3:forces:R:3
O 0.234 1.435 2.156 -0.09 -0.44 0.59
N -0.371 -1.407 0.886 -0.36 1.60 0.61
C -0.711 0.991 1.555 0.41 1.15 -1.20
C -0.560 0.005 0.423 0.38 0.17 -1.77
C 0.666 0.434 -0.501 -0.93 -1.58 1.34
C 0.647 -0.278 -1.862 0.02 0.23 -0.15
H -1.242 -1.599 1.383 -0.04 -0.52 -0.19
H 0.264 -1.248 1.674 0.30 -0.60 -0.18
H -1.692 1.493 1.616 -0.27 -0.23 0.50
H 1.297 0.215 -2.581 0.15 0.18 0.04
H 0.831 1.510 -0.495 -0.21 -0.07 -0.28
H -1.421 0.095 -0.241 -0.44 -0.36 0.37
H 0.995 -1.311 -1.816 -0.08 0.05 0.32
H 1.400 -0.023 0.143 1.27 0.27 -0.24
H -0.336 -0.312 -2.341 -0.09 0.16 0.25
```
Positions in Å, forces in eV/Å.

The value obtained for the orbital gap is 0.3774 Ha. As for the max |F|: 0.04415 hartree/bohr. The calculation puts the LUMO energy at 0.680 eV. The value obtained for the energy relative to the best compared isomer or geometry (same formula, charge and spin) is 172.56 kJ/mol. As for the SMILES: CC[C@@H](N)C=O. The total energy is -287.7667 a.u. Its HOMO energy is -9.6 eV.

natural (NBO) atomic charge list, values in e, 5 entries: -0.5128, -0.7882, 0.4172, -0.1565, -0.3975

=====

Record 8
Computed, not measured: an isolated molecule of C4H7NOS at a distorted geometry, with ωB97M-V/def2-TZVPD.

The geometry in XYZ format:
```
14
Properties=species:S:1:pos:R:3:forces:R:3
S -1.455 -0.059 -0.262 -0.22 1.37 -2.91
O -2.842 -0.028 0.141 -0.48 -0.55 2.07
N 1.566 -0.638 0.845 0.05 0.45 0.09
C 1.126 0.469 0.022 -0.20 1.86 0.09
C -0.535 -1.489 -0.523 -1.13 0.81 2.52
C 0.855 -0.992 -0.375 0.68 1.31 0.19
C -0.174 1.319 0.241 0.46 -1.15 -1.08
H 1.134 -0.737 1.751 -0.61 -0.27 -0.05
H -0.242 1.766 1.217 -0.58 -0.41 0.66
H -0.863 -2.138 0.341 0.28 0.22 -0.95
H 1.943 1.211 -0.262 -0.84 -1.62 -0.39
H 1.504 -1.296 -1.134 1.09 -0.86 -0.93
H -0.237 2.190 -0.478 -0.01 -1.25 0.43
H -1.781 0.423 -1.526 1.52 0.09 0.27
```
Positions in Å, forces in eV/Å.

The value obtained for the orbital gap is 0.3252 Ha. As for the max |F|: 0.06273 hartree/bohr. The calculation puts the LUMO energy at 0.384 eV. The value obtained for the energy relative to the best compared isomer or geometry (same formula, charge and spin) is 579.21 kJ/mol. As for the SMILES: O=[S@@H]1=C[C@@H]2N[C@@H]2C1. The total energy is -684.5865 a.u. Its HOMO energy is -8.5 eV.

natural (NBO) atomic charge list, values in e, 5 entries: 1.5889, -0.9187, -0.5920, -0.1050, -0.7599